<i>
C4H8NO3 | wB97M-V/def2-TZVPD

The LUMO energy is 0.14692 Eh. Its HOMO-LUMO gap is 0.3162 Ha. As for the charge: -1.

Positions of all 16 atoms, in Å:
N1 0.54856 1.71251 -0.50234
H1 -1.77003 -2.46912 0.65160
H2 0.23957 1.40390 0.47195
H3 -3.28828 -1.69422 0.77176
C1 1.50393 1.01254 -1.16518
C2 -1.72531 -0.28173 0.44095
H4 3.29519 -0.05341 -1.01824
H5 2.91352 0.58307 0.52638
H6 -2.16155 -1.57473 2.12901
O1 -0.95697 0.40589 1.18373
C3 2.44560 0.14907 -0.34684
O2 -2.08119 0.02998 -0.71418
O3 1.63331 1.12237 -2.38056
H7 1.90387 -0.76746 -0.07739
H8 -0.26464 1.98432 -1.03356
C4 -2.23558 -1.56298 1.06292

How is the electron density shared among the atoms? According to Löwdin, the charges in e are: atom 1 (N): 0.132, atom 2 (H): 0.065, atom 3 (H): 0.073, atom 4 (H): 0.062, atom 5 (C): -0.613, atom 6 (C): -0.760, atom 7 (H): 0.070, atom 8 (H): 0.062, atom 9 (H): 0.045, atom 10 (O): -0.132, atom 11 (C): -0.025, atom 12 (O): -0.070, atom 13 (O): -0.024, atom 14 (H): 0.081, atom 15 (H): 0.089, atom 16 (C): -0.055


<ii>
C4H8NO3 | wB97M-V/def2-TZVPD

The LUMO energy is 0.13901 Eh. Its HOMO-LUMO gap is 0.3038 Ha. As for the charge: -1.

Positions of all 16 atoms, in Å:
O1 1.93205 1.65784 -2.15893
C1 -1.82949 -0.97664 1.59522
H1 -2.81540 -1.30125 1.94160
C2 -1.82890 0.55984 1.64679
N1 -1.40539 1.15008 0.50499
O2 0.34145 0.23633 -1.44798
H2 -1.64907 -1.37776 0.59955
H3 2.88925 -0.80643 -2.59749
C3 1.52795 0.56933 -1.70979
H4 -1.11229 -1.29081 2.34983
H5 3.46286 -0.17768 -1.04103
H6 2.17467 -1.40677 -1.06476
C4 2.59777 -0.54607 -1.58271
H7 -0.92418 2.03843 0.58015
O3 -2.27702 1.13320 2.62611
H8 -1.08425 0.53837 -0.24156

How is the electron density shared among the atoms? According to Löwdin, the charges in e are: atom 1 (O): -0.088, atom 2 (C): -0.017, atom 3 (H): 0.069, atom 4 (C): -0.610, atom 5 (N): 0.160, atom 6 (O): -0.121, atom 7 (H): 0.069, atom 8 (H): 0.054, atom 9 (C): -0.776, atom 10 (H): 0.074, atom 11 (H): 0.049, atom 12 (H): 0.049, atom 13 (C): -0.056, atom 14 (H): 0.112, atom 15 (O): -0.011, atom 16 (H): 0.042


<iii>
C4H8NO3 | wB97M-V/def2-TZVPD

The LUMO energy is 0.12335 Eh. Its HOMO-LUMO gap is 0.2710 Ha. As for the charge: -1.

Positions of all 16 atoms, in Å:
H1 1.85288 -2.68697 0.57131
O1 -0.88511 -1.17918 1.22504
H2 1.72214 -0.90923 1.03183
H3 0.81293 0.41409 -0.68764
H4 1.94697 2.05432 -1.43157
C1 1.05807 2.78300 -1.47109
N1 -0.08721 0.83663 -0.98036
C2 -0.14954 -2.13808 1.10544
O2 -0.46965 -3.33917 0.82899
H5 1.31213 3.63148 -0.95139
H6 0.80358 3.00054 -2.56116
C3 -0.18554 2.19568 -0.99274
O3 -1.24627 2.64161 -0.80335
H7 1.39930 -2.00252 2.26832
C4 1.35550 -1.94538 1.23107
H8 -0.90216 0.28445 -0.61871

How is the electron density shared among the atoms? According to Löwdin, the charges in e are: atom 1 (H): 0.072, atom 2 (O): -0.068, atom 3 (H): 0.051, atom 4 (H): 0.087, atom 5 (H): 0.105, atom 6 (C): -0.027, atom 7 (N): 0.134, atom 8 (C): -0.840, atom 9 (O): -0.132, atom 10 (H): 0.040, atom 11 (H): 0.116, atom 12 (C): -0.697, atom 13 (O): 0.078, atom 14 (H): 0.034, atom 15 (C): -0.066, atom 16 (H): 0.114


<iv>
C4H8NO3 | wB97M-V/def2-TZVPD

The LUMO energy is 0.15421 Eh. Its HOMO-LUMO gap is 0.3270 Ha. As for the charge: -1.

Positions of all 16 atoms, in Å:
N1 -1.85278 1.50201 0.01250
H1 -2.13082 2.09216 -0.76145
H2 -1.67984 0.56723 -0.36968
H3 2.20171 -2.20656 -1.45271
H4 -0.89587 2.90145 1.16705
O1 1.09201 -0.21562 -0.30170
C1 -0.61277 2.00175 0.60931
C2 1.29569 -2.47100 -0.89980
C3 -0.03246 0.90410 1.52506
H5 1.65638 -2.71616 0.10273
H6 0.78623 -3.31635 -1.35751
C4 0.45015 -1.19239 -0.78266
O2 -0.72950 -1.19845 -1.19213
H7 0.19933 2.24995 -0.08476
H8 -0.57520 -0.05491 1.45049
O3 0.82775 1.15279 2.33528

How is the electron density shared among the atoms? According to Löwdin, the charges in e are: atom 1 (N): -0.024, atom 2 (H): 0.048, atom 3 (H): 0.028, atom 4 (H): 0.059, atom 5 (H): 0.098, atom 6 (O): -0.086, atom 7 (C): -0.261, atom 8 (C): -0.049, atom 9 (C): -0.308, atom 10 (H): 0.061, atom 11 (H): 0.052, atom 12 (C): -0.754, atom 13 (O): -0.077, atom 14 (H): 0.103, atom 15 (H): 0.113, atom 16 (O): -0.003


The winner here is <ii>, beating the second structure by 0.099 eV.


<i>
C4H8NO3 | wB97M-V/def2-TZVPD

The structure (SMILES) is N[C@H](CCO)C(=O)[O-]. The LUMO energy is 0.14407 Eh. Its HOMO-LUMO gap is 0.3029 Ha. As for the charge: -1.

Positions of all 16 atoms, in Å:
H1 0.87400 -1.68867 0.62662
H2 -1.89400 0.90782 -0.40009
H3 -1.67079 0.63495 -2.19473
O1 -1.95834 -1.05384 -1.21929
H4 -1.47404 -1.58139 -0.51268
N1 0.02542 -1.25598 1.02809
C1 0.32510 0.21841 0.65951
C2 1.69193 0.77208 1.08165
H5 0.60469 1.25217 -1.26124
C3 -1.39958 0.29218 -1.13822
H6 0.62958 -0.50044 -1.39125
H7 0.26115 -1.18758 2.02789
O2 2.38711 1.46321 0.27463
C4 0.12101 0.32296 -0.88367
H8 -0.46886 0.82132 1.03971
O3 1.94564 0.58281 2.26307

How is the electron density shared among the atoms? According to Löwdin, the charges in e are: atom 1 (H): 0.077, atom 2 (H): 0.090, atom 3 (H): 0.117, atom 4 (O): -0.151, atom 5 (H): 0.064, atom 6 (N): 0.030, atom 7 (C): -0.300, atom 8 (C): -0.739, atom 9 (H): 0.111, atom 10 (C): -0.264, atom 11 (H): 0.109, atom 12 (H): 0.060, atom 13 (O): -0.093, atom 14 (C): -0.165, atom 15 (H): 0.111, atom 16 (O): -0.056


<ii>
C4H8NO3 | wB97M-V/def2-TZVPD

The LUMO energy is 0.14412 Eh. Its HOMO-LUMO gap is 0.3204 Ha. As for the charge: -1.

Positions of all 16 atoms, in Å:
H1 2.41476 -0.57471 -0.86959
H2 -2.36268 1.96119 1.00073
C1 -2.62307 1.82251 -0.03935
H3 -3.47175 1.12590 -0.15521
C2 1.71207 -1.45547 0.76121
C3 0.75118 -1.53167 1.95922
H4 -2.95431 2.86077 -0.26845
O1 2.57171 -2.28658 0.76909
H5 0.98757 -2.33495 2.54980
H6 -0.29564 -1.82889 1.70318
H7 0.64116 -0.06708 -0.49043
O2 -1.26810 2.14215 -1.95784
N1 1.61856 -0.48654 -0.17624
O3 -0.91972 0.32808 -0.67798
C4 -1.51039 1.41369 -0.99641
H8 0.66116 -0.69998 2.58934

How is the electron density shared among the atoms? According to Löwdin, the charges in e are: atom 1 (H): 0.118, atom 2 (H): 0.048, atom 3 (C): -0.058, atom 4 (H): 0.066, atom 5 (C): -0.639, atom 6 (C): -0.015, atom 7 (H): 0.062, atom 8 (O): -0.003, atom 9 (H): 0.025, atom 10 (H): 0.090, atom 11 (H): 0.079, atom 12 (O): -0.050, atom 13 (N): 0.120, atom 14 (O): -0.128, atom 15 (C): -0.762, atom 16 (H): 0.048


<iii>
C4H8NO3 | wB97M-V/def2-TZVPD

The LUMO energy is 0.14206 Eh. Its HOMO-LUMO gap is 0.3061 Ha. As for the charge: -1.

Positions of all 16 atoms, in Å:
H1 -1.21366 -0.16761 1.70946
O1 -0.74781 2.19804 2.13759
H2 0.19023 -0.57835 0.97900
H3 1.90061 2.14248 0.80225
H4 1.99364 0.66652 1.84561
O2 0.91129 -0.66722 -1.72913
C1 0.12853 1.39167 1.77554
C2 -0.22874 -1.13856 -1.51945
N1 -0.26935 0.00501 1.77692
H5 -1.28667 -0.57480 -3.37141
O3 -0.76555 -1.64243 -0.45788
C3 -1.16038 -1.45367 -2.70115
C4 1.56917 1.57527 1.71423
H6 -0.74675 -2.26362 -3.29361
H7 1.89868 2.21096 2.75828
H8 -2.17326 -1.70369 -2.42627

How is the electron density shared among the atoms? According to Löwdin, the charges in e are: atom 1 (H): 0.036, atom 2 (O): -0.029, atom 3 (H): 0.097, atom 4 (H): 0.099, atom 5 (H): 0.018, atom 6 (O): -0.085, atom 7 (C): -0.563, atom 8 (C): -0.744, atom 9 (N): 0.116, atom 10 (H): 0.060, atom 11 (O): -0.146, atom 12 (C): -0.071, atom 13 (C): -0.039, atom 14 (H): 0.053, atom 15 (H): 0.155, atom 16 (H): 0.043


The winner here is <ii>, beating the second structure by 0.777 eV.


<i>
C4H8NO3 | wB97M-V/def2-TZVPD

The LUMO energy is 0.14172 Eh. Its HOMO-LUMO gap is 0.3150 Ha. As for the charge: -1.

Positions of all 16 atoms, in Å:
O1 -0.75312 3.00098 0.80618
C1 0.94134 1.36556 0.73393
C2 -0.48307 1.83716 0.60351
O2 0.34252 -0.74408 -1.49203
H1 1.45619 -3.21396 0.05409
O3 -0.89008 -2.28947 -0.37457
C3 1.43406 -2.12523 0.10989
N1 -1.39149 0.96709 -0.01219
H2 2.31965 -1.79962 -0.45334
C4 0.14458 -1.64182 -0.63792
H3 1.23510 1.76395 1.71272
H4 1.14632 0.30899 0.78640
H5 1.62104 -1.71525 1.10044
H6 -1.99805 0.37945 0.56613
H7 -0.99596 0.31048 -0.69124
H8 1.51391 1.84062 -0.05455

How is the electron density shared among the atoms? According to Löwdin, the charges in e are: atom 1 (O): 0.028, atom 2 (C): -0.013, atom 3 (C): -0.562, atom 4 (O): -0.107, atom 5 (H): 0.053, atom 6 (O): -0.081, atom 7 (C): -0.060, atom 8 (N): 0.109, atom 9 (H): 0.056, atom 10 (C): -0.792, atom 11 (H): 0.078, atom 12 (H): 0.033, atom 13 (H): 0.042, atom 14 (H): 0.095, atom 15 (H): 0.034, atom 16 (H): 0.088


<ii>
C4H8NO3 | wB97M-V/def2-TZVPD

The structure (SMILES) is O=CN[C@@H](C[O-])CO. The LUMO energy is 0.14900 Eh. Its HOMO-LUMO gap is 0.2883 Ha. As for the charge: -1.

Positions of all 16 atoms, in Å:
H1 0.33986 1.05528 2.11369
H2 -0.16750 1.24303 -0.75581
C1 -2.13878 0.53323 -0.84132
H3 0.28254 -1.70162 -1.36253
H4 1.65510 0.64722 -0.23037
O1 -2.98083 -0.13956 -0.25858
O2 1.86476 0.74236 0.81858
H5 1.58266 -1.53146 -0.13258
O3 1.32602 0.06732 -1.38556
C2 0.66594 0.23624 1.47289
H6 -0.94777 -1.01355 0.85852
C3 0.80413 -1.00415 -0.67834
H7 -2.39389 1.04228 -1.77184
N1 -0.91496 0.74475 -0.28359
C4 -0.20590 -0.37457 0.38431
H8 1.22863 -0.54681 2.05253

How is the electron density shared among the atoms? According to Löwdin, the charges in e are: atom 1 (H): 0.095, atom 2 (H): 0.111, atom 3 (C): -0.361, atom 4 (H): 0.096, atom 5 (H): -0.030, atom 6 (O): -0.042, atom 7 (O): -0.225, atom 8 (H): 0.093, atom 9 (O): -0.303, atom 10 (C): -0.245, atom 11 (H): 0.124, atom 12 (C): -0.321, atom 13 (H): 0.114, atom 14 (N): 0.052, atom 15 (C): -0.269, atom 16 (H): 0.110


The winner here is <i>, beating the second structure by 1.996 eV.